(1)
DFT (ωB97M-V with the def2-TZVPD basis set) results for 6 unconnected molecules or ions with the total composition C32H53BI2N7O3.

## Properties
E_LUMO	-2.6	eV
energy relative to the best compared isomer or geometry (same formula, charge and spin)	0.0	kcal per mole
molar mass	848.44	g/mol
2S+1	1
total charge	+1

Each line ends with the Löwdin charge.
Atoms and positions in Å:
C 2.075 2.410 1.945  -0.09
C 2.661 3.574 1.106  -0.12
B 1.669 4.161 0.062  -0.46
O 1.511 5.470 -0.251  0.21
N 0.754 3.235 -0.699  0.15
C 1.147 2.001 -1.204  0.00
C 0.087 1.443 -1.842  -0.28
C -0.169 0.167 -2.523  -0.67
I -2.220 -0.328 -2.504  1.05
C 0.679 -0.668 -3.123  -0.77
C 0.290 -1.959 -3.784  -0.20
I 2.721 -0.222 -3.251  1.05
N -0.936 2.374 -1.697  0.14
C -0.531 3.431 -1.010  -0.19
C -1.389 4.595 -0.653  -0.02
C -2.845 4.161 -0.401  -0.18
O -3.352 5.001 0.619  -0.02
C -4.453 4.529 1.321  -0.50
C -5.603 3.994 0.506  0.02
O -4.440 4.599 2.510  0.15
H 2.259 2.569 3.006  0.06
H 0.996 2.297 1.808  0.07
H 2.544 1.458 1.695  0.08
H 3.046 4.378 1.736  0.09
H 3.524 3.192 0.540  0.12
H 2.328 5.979 -0.195  0.13
H 2.132 1.594 -1.057  0.08
H -0.338 -1.767 -4.658  0.08
H -0.278 -2.583 -3.088  0.07
H 1.160 -2.539 -4.078  0.03
H -1.873 2.250 -2.059  0.08
H -1.014 5.021 0.278  0.14
H -1.351 5.342 -1.447  0.15
H -2.889 3.113 -0.080  0.14
H -3.437 4.243 -1.320  0.13
H -5.514 4.218 -0.557  0.08
H -6.522 4.444 0.877  0.10
H -5.652 2.909 0.629  0.07
C 5.307 -5.816 -2.842  -0.10
C 4.756 -4.880 -3.909  -0.25
C 3.817 -3.807 -3.341  -0.23
C 2.646 -4.387 -2.684  -0.25
N 1.718 -4.843 -2.189  0.16
H 4.508 -6.376 -2.354  0.08
H 5.979 -6.533 -3.304  0.02
H 5.853 -5.264 -2.074  0.08
H 4.224 -5.462 -4.663  0.12
H 5.578 -4.376 -4.420  0.11
H 3.461 -3.153 -4.138  0.07
H 4.340 -3.188 -2.609  0.10
C -5.164 -0.092 1.773  -0.11
C -6.683 -0.152 1.903  -0.27
C -7.364 -0.645 0.618  -0.20
C -7.040 0.275 -0.473  -0.24
N -6.779 1.023 -1.304  0.14
H -4.855 0.606 0.990  0.04
H -4.709 0.237 2.707  0.07
H -4.753 -1.074 1.528  0.08
H -7.068 0.840 2.154  0.11
H -6.948 -0.814 2.721  0.07
H -8.445 -0.691 0.730  0.09
H -7.016 -1.645 0.355  0.12
C 9.371 -6.399 -7.213  -0.11
C 9.338 -5.854 -5.791  -0.26
C 8.982 -6.923 -4.751  -0.19
C 7.658 -7.496 -4.994  -0.24
N 6.615 -7.936 -5.189  0.16
H 8.393 -6.775 -7.516  0.07
H 9.659 -5.619 -7.917  0.07
H 10.090 -7.215 -7.304  0.08
H 8.617 -5.036 -5.725  0.10
H 10.313 -5.439 -5.531  0.11
H 8.986 -6.502 -3.745  0.12
H 9.711 -7.735 -4.774  0.12
C 5.092 5.016 4.268  -0.11
C 5.502 4.424 5.610  -0.25
C 6.168 3.049 5.474  -0.19
C 5.273 2.070 4.857  -0.23
N 4.563 1.310 4.374  0.15
H 4.353 4.381 3.775  0.05
H 4.651 6.003 4.401  0.08
H 5.952 5.117 3.602  0.08
H 4.628 4.337 6.256  0.11
H 6.202 5.094 6.111  0.11
H 6.460 2.667 6.453  0.12
H 7.069 3.117 4.862  0.12
C -10.764 0.914 4.712  -0.11
C -11.208 -0.458 5.203  -0.26
C -10.057 -1.471 5.257  -0.18
C -9.466 -1.687 3.937  -0.19
N -9.024 -1.851 2.891  0.18
H -10.384 0.865 3.691  0.07
H -11.600 1.613 4.719  0.07
H -9.978 1.325 5.349  0.08
H -11.996 -0.846 4.556  0.11
H -11.631 -0.374 6.204  0.11
H -10.406 -2.435 5.629  0.12
H -9.271 -1.120 5.928  0.12

=====

(2)
DFT (ωB97M-V with the def2-TZVPD basis set) results for a molecular structure, C32H53HoN12O2S2.

## Properties
E_LUMO (alpha / beta)	0.1 / 0.1	eV
molar mass	866.92	g/mol
2S+1	5

Each line ends with the Löwdin charge.
Atoms and positions in Å:
Ho 1.251 -0.294 -0.195  1.51
C 0.469 -4.091 -0.554  -0.05
N -0.155 -3.931 0.743  -0.13
C -1.225 -4.881 0.977  -0.05
C 0.397 -3.260 1.801  -0.37
N 0.937 -2.076 1.709  0.05
C 1.543 -1.624 2.983  -0.22
C 2.257 -0.287 2.922  -0.23
N 1.466 0.756 2.247  -0.23
C 2.259 1.982 2.070  -0.19
C 1.632 2.858 0.993  -0.22
N 1.857 2.228 -0.305  0.01
C 1.831 3.007 -1.350  -0.40
N 2.436 2.701 -2.524  -0.14
C 1.790 3.009 -3.789  -0.05
C 3.431 1.650 -2.609  -0.06
N 1.184 4.229 -1.315  -0.17
C 1.673 5.397 -2.012  -0.06
C -0.156 4.305 -0.769  -0.06
C 0.237 1.047 3.003  -0.17
C -1.012 0.416 2.409  -0.21
N -1.317 0.901 1.067  0.11
C -2.431 1.550 0.938  -0.39
N -3.124 2.086 2.023  -0.20
C -2.498 3.017 2.933  -0.06
C -4.567 2.012 2.103  -0.07
N -3.053 1.759 -0.262  -0.16
C -3.746 2.992 -0.560  -0.06
C -2.957 0.840 -1.367  -0.03
N 0.311 -3.952 3.004  -0.19
C -0.404 -3.490 4.167  -0.07
C 0.815 -5.311 3.062  -0.05
H 0.986 -5.053 -0.610  0.08
H 1.182 -3.305 -0.734  0.03
H -0.283 -4.048 -1.341  0.08
H -1.937 -4.796 0.152  0.09
H -1.750 -4.649 1.901  0.09
H -0.866 -5.915 1.013  0.09
H 2.276 -2.365 3.311  0.09
H 0.772 -1.547 3.753  0.08
H 3.192 -0.404 2.388  0.01
H 2.493 0.010 3.955  0.14
H 3.261 1.703 1.744  0.09
H 2.346 2.534 3.016  0.13
H 2.082 3.855 1.020  0.13
H 0.563 2.974 1.205  0.07
H 2.450 3.596 -4.431  0.09
H 0.868 3.562 -3.625  0.09
H 1.544 2.078 -4.306  0.08
H 4.031 1.634 -1.707  0.05
H 4.074 1.861 -3.466  0.10
H 2.981 0.663 -2.749  0.06
H 2.680 5.211 -2.377  0.10
H 1.705 6.245 -1.322  0.09
H 1.033 5.676 -2.858  0.08
H -0.503 3.300 -0.525  0.08
H -0.832 4.737 -1.514  0.09
H -0.202 4.929 0.131  0.09
H 0.088 2.127 3.044  0.09
H 0.345 0.704 4.038  0.13
H -1.844 0.587 3.100  0.11
H -0.859 -0.662 2.321  0.09
H -1.449 3.139 2.672  0.07
H -2.566 2.675 3.971  0.10
H -2.984 3.998 2.869  0.09
H -4.942 1.297 1.375  0.10
H -5.050 2.982 1.931  0.08
H -4.855 1.671 3.102  0.09
H -3.669 3.688 0.273  0.08
H -4.803 2.807 -0.776  0.09
H -3.300 3.466 -1.440  0.09
H -2.320 1.235 -2.162  0.09
H -3.955 0.674 -1.785  0.10
H -2.555 -0.101 -1.013  0.08
H -0.983 -2.596 3.932  0.09
H 0.262 -3.275 5.010  0.09
H -1.107 -4.266 4.491  0.09
H 1.372 -5.539 2.153  0.10
H 0.012 -6.046 3.197  0.08
H 1.513 -5.404 3.898  0.10
S 3.977 -0.478 0.205  0.58
C 3.690 -2.171 -0.260  -0.75
C 2.971 -2.078 -1.446  -0.39
N 2.286 -1.734 -2.327  0.15
C 3.968 -3.308 0.475  -0.84
S 4.570 -3.382 2.052  0.58
C 3.709 -4.576 -0.139  -0.31
N 3.496 -5.613 -0.592  0.16
O 0.383 0.392 -2.153  -0.13
C -0.279 -0.687 -2.179  -0.66
O -0.414 -1.392 -1.135  -0.15
C -0.973 -1.097 -3.434  -0.14
C -0.912 -0.276 -4.555  -0.01
C -1.649 -0.590 -5.684  -0.07
C -2.437 -1.733 -5.702  -0.08
C -2.478 -2.568 -4.593  -0.07
C -1.752 -2.247 -3.458  -0.01
H -0.286 0.606 -4.517  0.10
H -1.613 0.055 -6.553  0.10
H -3.019 -1.976 -6.582  0.10
H -3.078 -3.468 -4.619  0.10
H -1.787 -2.872 -2.576  0.11

=====

(3)
DFT (ωB97M-V with the def2-TZVPD basis set) results for a molecular structure, C32H54Br4CsN3O13V.

## Properties
E_LUMO	-0.3	eV
molar mass	1192.26	g/mol
2S+1	1
total charge	-1

Each line ends with the Löwdin charge.
Atoms and positions in Å:
C -1.099 4.774 -5.207  -0.10
C -2.142 4.154 -4.274  -0.24
C -1.574 2.978 -3.459  -0.20
C -2.240 1.634 -3.812  -0.21
C -1.309 0.443 -3.618  -0.21
C -0.630 0.363 -2.251  -0.20
C 0.851 0.743 -2.185  -0.22
C 1.768 -0.071 -3.110  -0.19
C 2.812 0.763 -3.841  -0.21
C 2.296 1.772 -4.865  -0.17
C 2.245 1.233 -6.307  -0.12
C 1.036 1.693 -7.076  -0.24
C -0.238 0.859 -7.047  -0.07
O -0.791 1.079 -8.355  0.06
C 0.154 1.670 -9.116  -0.59
O -0.039 2.237 -10.142  0.16
O 1.351 1.528 -8.509  0.06
H -1.006 4.222 -6.140  0.06
H -1.320 5.819 -5.395  0.05
H -0.130 4.779 -4.715  0.07
H -3.034 3.869 -4.826  0.10
H -2.401 4.942 -3.569  0.10
H -1.685 3.146 -2.393  0.11
H -0.526 2.869 -3.726  0.08
H -2.573 1.679 -4.848  0.09
H -3.110 1.510 -3.168  0.11
H -1.927 -0.447 -3.743  0.11
H -0.563 0.402 -4.408  0.07
H -1.178 0.966 -1.525  0.09
H -0.686 -0.662 -1.885  0.11
H 1.152 0.518 -1.164  -0.01
H 1.023 1.812 -2.310  0.11
H 2.320 -0.775 -2.490  0.10
H 1.187 -0.686 -3.799  0.11
H 3.482 0.070 -4.350  0.11
H 3.434 1.273 -3.110  0.08
H 3.008 2.594 -4.876  0.12
H 1.345 2.223 -4.586  0.09
H 3.096 1.600 -6.868  0.13
H 2.248 0.144 -6.297  0.12
H 0.840 2.763 -7.010  0.16
H 0.048 -0.184 -6.949  0.14
H -0.957 1.219 -6.325  0.11
Br 2.175 0.599 1.149  0.57
C 3.980 1.363 1.348  -0.84
C 4.598 1.665 0.020  -0.65
Br 5.244 0.016 -0.828  0.62
H 4.551 0.670 1.950  0.03
H 3.825 2.281 1.916  -0.30
H 5.467 2.311 0.162  0.05
H 3.919 2.138 -0.681  0.05
N -2.259 -0.538 0.941  0.01
C -2.407 -1.832 1.345  -0.13
C -3.749 -2.079 1.472  -0.11
C -4.434 -0.880 1.121  -0.12
C -3.484 0.053 0.798  -0.15
H -1.374 -0.096 0.779  0.13
H -1.544 -2.453 1.509  0.08
H -4.192 -3.011 1.779  0.08
H -5.500 -0.722 1.110  0.08
H -3.575 1.078 0.483  0.10
C 6.258 4.983 -0.162  -0.47
O 5.263 4.471 0.599  -0.44
H 6.599 4.331 -1.014  0.04
H 6.025 5.955 -0.671  0.03
H 7.209 5.202 0.384  0.04
O 3.173 -0.222 5.788  -0.73
V 4.297 0.661 4.889  0.65
O 5.278 1.665 3.883  -0.72
Cs 2.421 3.229 2.492  1.21
O -1.105 -5.299 5.745  -0.01
C -1.466 -4.715 4.748  -0.20
C 0.297 -4.299 3.719  -0.25
O -0.054 -3.698 2.728  0.02
H -1.877 -3.691 4.806  0.13
H -2.011 -5.253 3.950  0.12
H 0.747 -5.309 3.618  0.08
H 0.895 -3.774 4.491  0.11
Br 2.554 -6.165 5.789  0.66
C 2.683 -6.389 7.713  -0.68
C 1.509 -5.761 8.417  -0.71
Br 1.661 -3.828 8.466  0.64
H 3.631 -5.957 8.014  0.05
H 2.701 -7.463 7.882  0.05
H 1.477 -6.084 9.455  0.06
H 0.566 -5.989 7.935  0.02
C -5.579 -6.897 8.034  0.07
C -5.876 -6.994 9.337  -0.24
C -4.830 -6.827 10.416  -0.32
O -5.215 -6.918 11.570  0.09
C -3.465 -6.581 10.023  0.07
C -3.157 -6.486 8.717  -0.22
C -4.212 -6.628 7.635  -0.31
O -3.852 -6.511 6.481  0.11
O -1.935 -6.263 8.284  0.11
O -7.092 -7.238 9.799  0.11
H -6.321 -7.012 7.257  0.13
H -2.723 -6.478 10.802  0.13
H -1.955 -6.232 7.303  0.08
H -7.008 -7.248 10.773  0.12
C 0.043 8.818 -6.316  -0.68
O 0.520 7.921 -5.651  0.03
N -0.314 8.648 -7.630  0.15
N -0.178 10.073 -5.808  0.14
H -0.708 9.374 -8.196  0.09
H -0.163 7.742 -8.030  0.10
H 0.075 10.227 -4.851  0.10
H -0.569 10.826 -6.339  0.09

=====

(4)
DFT (ωB97M-V with the def2-TZVPD basis set) results for 6 unconnected molecules or ions with the total composition C32H54N2O8S2.

## Properties
E_LUMO (alpha / beta)	2.0 / 2.0	eV
molar mass	658.92	g/mol
2S+1	2
total charge	-1

Each line ends with the Löwdin charge.
Atoms and positions in Å:
C 0.199 -0.610 1.069  -0.14
C 1.152 -1.568 1.417  -0.12
C 1.832 -2.284 0.433  -0.05
C 1.527 -2.049 -0.917  -0.16
C 0.549 -1.052 -1.234  -0.04
C -0.134 -0.403 -0.254  -0.13
N 2.163 -2.775 -1.992  -0.48
O 3.213 -3.293 -1.704  -0.08
O 1.656 -2.800 -3.150  -0.13
H -0.263 -0.168 1.940  0.08
H 1.395 -1.805 2.442  0.09
H 2.653 -2.940 0.683  0.07
H 0.286 -0.862 -2.264  0.09
H -0.891 0.331 -0.488  0.08
C 4.655 1.015 -2.302  -0.08
C 4.330 0.205 -1.216  -0.02
C 3.757 0.764 -0.068  0.02
C 3.591 2.145 -0.037  -0.12
C 4.042 2.935 -1.099  -0.02
C 4.563 2.355 -2.239  -0.10
N 3.179 2.791 1.246  -0.35
O 2.884 3.989 1.260  0.04
O 3.139 2.120 2.205  0.09
H 4.988 0.541 -3.214  0.11
H 4.545 -0.845 -1.349  0.10
H 3.529 0.247 0.852  0.09
H 3.897 4.004 -1.059  0.11
H 4.920 2.873 -3.117  0.11
C -4.011 -2.605 1.402  -0.13
C -3.472 -1.453 0.541  -0.25
C -4.406 -0.224 0.495  -0.18
C -3.670 0.897 -0.286  -0.21
C -4.510 2.194 -0.380  -0.26
C -3.965 3.149 -1.445  -0.12
H -3.312 -3.442 1.404  0.07
H -5.002 -2.948 1.106  0.06
H -4.053 -2.364 2.464  0.06
H -2.484 -1.314 0.980  0.09
H -3.241 -1.847 -0.448  0.09
H -4.484 0.200 1.496  0.11
H -5.400 -0.419 0.093  0.11
H -2.798 1.178 0.304  0.08
H -3.312 0.671 -1.291  0.10
H -5.494 2.026 -0.819  0.09
H -4.751 2.612 0.598  0.09
H -3.012 3.569 -1.124  0.05
H -3.624 2.574 -2.306  0.05
H -4.597 3.970 -1.783  0.06
C -2.754 -5.946 -4.716  -0.13
C -3.015 -4.431 -4.868  -0.23
C -2.486 -3.557 -3.635  -0.20
C -2.927 -2.119 -3.488  -0.24
C -2.462 -1.210 -4.680  -0.23
C -2.676 0.356 -4.519  -0.11
H -2.796 -6.463 -5.675  0.06
H -3.536 -6.354 -4.077  0.06
H -1.792 -6.179 -4.260  0.07
H -2.419 -4.007 -5.677  0.09
H -4.073 -4.359 -5.117  0.10
H -1.440 -3.695 -3.362  0.11
H -2.970 -3.909 -2.724  0.09
H -4.005 -1.976 -3.401  0.11
H -2.471 -1.648 -2.617  0.08
H -1.386 -1.285 -4.834  0.10
H -3.002 -1.630 -5.529  0.09
H -1.926 0.755 -3.836  0.06
H -2.493 0.985 -5.390  0.05
H -3.661 0.566 -4.101  0.05
C -0.748 5.778 3.667  -0.19
C -2.187 5.286 4.018  -0.24
C -2.719 4.552 2.852  -0.25
S -1.365 3.449 2.251  0.69
O -1.421 3.239 0.830  -0.32
O -1.343 2.264 3.102  -0.33
C -0.034 4.681 2.784  -0.17
H -0.140 6.139 4.496  0.10
H -0.819 6.708 3.103  0.10
H -2.833 6.121 4.290  0.12
H -2.060 4.534 4.796  0.11
H -3.029 5.298 2.120  0.11
H -3.573 3.890 2.998  0.10
H 0.381 5.164 1.900  0.09
H 0.716 4.082 3.300  0.09
C 6.435 -1.805 4.517  -0.21
C 5.166 -0.926 4.632  -0.23
C 4.711 -0.675 3.217  -0.22
S 4.920 -2.312 2.325  0.69
O 5.189 -1.978 0.901  -0.34
O 3.919 -3.204 2.714  -0.28
C 6.522 -2.553 3.153  -0.21
H 6.649 -2.539 5.294  0.10
H 7.214 -1.062 4.692  0.10
H 5.368 -0.002 5.174  0.11
H 4.358 -1.480 5.112  0.11
H 5.425 -0.003 2.741  0.10
H 3.735 -0.205 3.098  0.09
H 7.178 -2.051 2.442  0.09
H 6.916 -3.569 3.139  0.10